# 1
The following is a quantum chemistry calculation of a molecular structure, C55H49BN7O4RbS2, from OMol25.

Geometry as ORCA input:
```
! wB97M-V def2-TZVPD RIJCOSX def2/J DEFGRID3
* xyz -2 1
Rb 1.1330 0.2667 -1.2400
N 3.3677 -3.1926 -4.2956
C 2.8425 -2.3894 -3.3175
N 2.5067 -1.1681 -3.4727
C 2.6555 -0.5627 -4.7279
N 2.3616 0.6698 -4.9538
N 1.9339 1.4075 -3.8880
C 1.5387 2.6102 -4.2566
C 1.1180 3.6137 -3.3980
C 0.6174 4.8619 -3.8516
C -0.1245 5.6487 -3.0242
C -0.5822 5.0414 -1.8003
C -0.0104 3.9224 -1.3317
N 1.1992 3.4655 -1.9614
C 3.1652 -1.3853 -5.8420
C 3.3196 -0.9012 -7.1401
C 3.8195 -1.7044 -8.1533
C 4.1763 -3.0201 -7.8844
C 4.0287 -3.5258 -6.6030
C 3.5262 -2.7149 -5.5912
H 3.5825 -4.1496 -4.0819
H 2.7182 -2.8568 -2.3412
H 1.5512 2.8548 -5.3241
H 0.7793 5.1386 -4.8905
H -0.5310 6.5960 -3.3533
H -1.4872 5.4009 -1.3229
H -0.4475 3.3131 -0.5531
H 3.0367 0.1259 -7.3253
H 3.9301 -1.3045 -9.1535
H 4.5654 -3.6551 -8.6708
H 4.2997 -4.5519 -6.3789
C -1.7619 -1.6564 2.9197
C -1.8488 -0.5964 4.0163
C -3.3273 -0.2482 4.2372
C -1.2682 -1.1974 5.3033
C -1.0804 0.6734 3.6477
C -1.0531 1.7482 4.5570
C -0.3759 2.9215 4.3002
C 0.3098 3.0351 3.0928
S 1.2804 4.3273 2.4667
C 1.6166 3.3527 1.0382
N 1.0428 2.2026 1.0232
C 0.2937 1.9834 2.1719
C -0.4073 0.8043 2.4465
C 2.5982 3.8312 0.0444
C 3.8301 4.2275 0.5684
C 4.9150 4.5189 -0.2375
C 4.7575 4.3849 -1.6109
C 3.5454 4.0179 -2.1552
C 2.4166 3.7703 -1.3557
H -2.3412 -2.5339 3.2165
H -0.7330 -1.9764 2.7440
H -2.1698 -1.3038 1.9731
H -3.8859 -1.1481 4.5095
H -3.7689 0.1519 3.3232
H -3.4605 0.4874 5.0339
H -1.8320 -2.0983 5.5649
H -1.3324 -0.5093 6.1492
H -0.2189 -1.4657 5.1574
H -1.5862 1.6542 5.4962
H -0.3742 3.7281 5.0225
H -0.4146 0.0166 1.7061
H 3.9427 4.2520 1.6452
H 5.8643 4.8032 0.1966
H 5.5927 4.5762 -2.2759
H 3.4425 3.9261 -3.2250
C -7.9265 2.3160 1.6769
C -7.2948 1.2300 2.5591
C -6.6163 1.8948 3.7652
C -8.4202 0.3376 3.0839
C -6.2549 0.4499 1.7538
C -6.3216 -0.9271 1.5788
C -5.3462 -1.6359 0.8639
C -4.2942 -0.9277 0.3308
O -3.2230 -1.3590 -0.3657
B -2.3349 -0.2224 -0.6368
O -3.0742 0.9086 -0.0552
C -4.2062 0.4549 0.5114
C -5.1730 1.1534 1.1986
H -8.6638 2.8902 2.2464
H -8.4258 1.8682 0.8155
H -7.1753 3.0097 1.3000
H -7.3455 2.4650 4.3487
H -5.8247 2.5751 3.4493
H -6.1631 1.1419 4.4135
H -9.1394 0.9453 3.6393
H -8.0397 -0.4317 3.7583
H -8.9526 -0.1565 2.2691
H -7.1406 -1.4883 2.0083
H -5.4090 -2.7103 0.7485
H -5.0650 2.2240 1.3250
N 4.1001 0.8012 -0.5672
C 4.6778 0.0064 -1.1635
C 5.4122 -0.9765 -1.9122
C 5.6977 -2.2003 -1.3062
C 6.3905 -3.1578 -2.0327
C 6.7790 -2.9051 -3.3418
C 6.4789 -1.6876 -3.9383
C 5.7980 -0.7149 -3.2231
H 5.3574 -2.4055 -0.2978
H 6.6115 -4.1123 -1.5705
H 7.3050 -3.6655 -3.9069
H 6.7610 -1.5000 -4.9664
H 5.5365 0.2316 -3.6773
O -1.1768 -5.2106 5.4136
C -1.1120 -5.6481 4.1204
O -1.7966 -6.5853 3.7944
C -0.1919 -4.9102 3.2308
C 0.9171 -4.2042 3.7093
C 1.7366 -3.5078 2.8473
C 1.4763 -3.4540 1.4620
S 2.5057 -2.5364 0.4147
C 0.3545 -4.1688 0.9996
C -0.4471 -4.8924 1.8586
H -0.7202 -4.3615 5.4695
H 1.1719 -4.2271 4.7656
H 2.6008 -2.9756 3.2238
H 0.1180 -4.1264 -0.0555
H -1.3089 -5.4267 1.4803
*
```

Values from the calculation:
- Energy: -3654.9927 Eh
- Strongest force on any atom: 0.00610 hartree/bohr
- E_HOMO: -1.27 eV
- Relative energy (zero: lowest compared OMol25 entry of this formula, charge and spin): 35.2 kcal per mole
- HOMO-LUMO gap: 4.76 eV
- LUMO: 3.49 eV

Atomic partial charges in e from the Mulliken method, atoms 1 to 6: 0.503 0.321 -1.000 0.330 -0.566 -0.831

---

# 2
The following is a quantum chemistry calculation of a molecular structure, C55H50N9O2PSSn at a distorted geometry, from OMol25.

Geometry as ORCA input:
```
! wB97M-V def2-TZVPD RIJCOSX def2/J DEFGRID3
* xyz 4 1
Sn 0.0192 1.8604 -1.0323
C 3.5425 -1.7241 1.8857
N 2.6131 -0.6032 1.6700
C 2.2052 -0.1218 0.4621
N 1.6472 1.0861 0.6268
C 1.6684 1.3552 1.9803
C 2.2332 0.2833 2.6495
C 2.3417 -0.0342 4.0821
C 2.8516 0.8724 5.0077
C 2.8863 0.5452 6.3539
C 2.4140 -0.6843 6.7916
C 1.8936 -1.5905 5.8768
C 1.8698 -1.2724 4.5283
C 1.2722 2.6538 2.5572
C 1.8035 3.8228 2.0188
C 1.5916 5.0428 2.6410
C 0.8059 5.1145 3.7821
C 0.2273 3.9601 4.2945
C 0.4684 2.7338 3.6939
P 2.1362 -1.4651 -0.7936
C 1.7737 -0.2721 -3.4667
N 1.2988 -0.8197 -2.1736
C 1.0632 -1.7402 -3.2803
C -0.1416 -1.1200 -3.9522
N 0.4478 0.0326 -4.1385
C 0.1527 1.1291 -5.0492
C -1.5160 -1.5087 -4.0771
C -1.9202 -2.8539 -4.0212
C -3.2627 -3.1735 -4.0247
C -4.2185 -2.1615 -4.0541
C -3.8323 -0.8249 -4.0635
C -2.4937 -0.4949 -4.0963
C 1.6833 -2.9612 -3.7414
C 2.8003 -3.6063 -3.1517
C 3.3323 -4.7404 -3.7204
C 2.7848 -5.2699 -4.8927
C 1.7168 -4.6250 -5.5187
C 1.1903 -3.4816 -4.9694
C 0.5660 -2.1192 -0.0092
N -0.4633 -1.3285 0.2560
C -1.2844 -1.9996 1.0837
C -0.6793 -3.2762 1.4258
N 0.4703 -3.3200 0.6348
C 1.2896 -4.4840 0.2486
C -0.9731 -4.1996 2.4780
C -0.0613 -5.2242 2.8689
C -0.3549 -6.0824 3.8964
C -1.5663 -5.9691 4.5906
C -2.4611 -4.9516 4.2595
C -2.1654 -4.0737 3.2463
C -2.5196 -1.3410 1.4930
C -2.4405 -0.0102 1.9213
C -3.5672 0.6463 2.3815
C -4.7927 -0.0109 2.4007
C -4.8950 -1.3103 1.9116
C -3.7701 -1.9695 1.4486
H 4.3495 -1.6754 1.1589
H 3.0462 -2.6884 1.8079
H 3.9622 -1.6370 2.8816
H 3.2471 1.8226 4.6685
H 3.2932 1.2509 7.0681
H 2.4529 -0.9391 7.8430
H 1.5011 -2.5415 6.2170
H 1.4324 -1.9704 3.8167
H 2.4357 3.7567 1.1405
H 2.0593 5.9424 2.2529
H 0.6518 6.0637 4.2785
H -0.4077 4.0181 5.1696
H 0.0149 1.8363 4.0976
H -0.6342 0.8324 -5.7375
H 1.0578 1.3543 -5.6099
H -0.1613 2.0218 -4.5059
H -1.1797 -3.6414 -4.0038
H -3.5666 -4.2120 -4.0188
H -5.2714 -2.4176 -4.0724
H -4.5822 -0.0443 -4.0563
H -2.1949 0.5450 -4.1006
H 3.2724 -3.1998 -2.2729
H 4.1840 -5.2245 -3.2586
H 3.2095 -6.1636 -5.3343
H 1.3187 -5.0123 -6.4484
H 0.4245 -2.9424 -5.5155
H 2.1132 -4.6665 0.9334
H 1.7011 -4.2989 -0.7392
H 0.6681 -5.3731 0.1902
H 0.8906 -5.3464 2.3854
H 0.3546 -6.8537 4.1682
H -1.7925 -6.6510 5.4019
H -3.3850 -4.8410 4.8123
H -2.8484 -3.2648 3.0581
H -1.4751 0.4844 1.9444
H -3.4857 1.6627 2.7480
H -5.6703 0.4902 2.7904
H -5.8541 -1.8140 1.9042
H -3.8663 -2.9570 1.0093
C 0.2991 5.8242 -4.3555
O 1.4583 5.1715 -3.7849
C 1.2670 4.2102 -2.9229
O 0.1765 3.8342 -2.4893
N 2.4202 3.6333 -2.5241
N 2.3490 2.5631 -1.6306
H 0.6627 6.3423 -5.2342
H -0.1120 6.5367 -3.6440
H -0.4552 5.0907 -4.6288
H 3.3013 3.9519 -2.8972
H 2.8993 2.7691 -0.8045
H 2.7389 1.7372 -2.0770
S -1.1771 3.5994 0.4542
C -1.7334 5.0171 -0.3910
N -1.0831 6.1770 -0.1494
C -1.4779 7.3774 -0.6232
C -2.5939 7.4649 -1.4086
C -3.3030 6.2944 -1.6868
C -2.8722 5.0781 -1.1842
H -0.2788 6.1316 0.4649
H -0.8850 8.2364 -0.3408
H -2.9218 8.4250 -1.7812
H -4.2033 6.3437 -2.2877
H -3.4226 4.1663 -1.3663
*
```

Values from the calculation:
- Energy: -3721.5729 Eh
- Strongest force on any atom: 0.02736 hartree/bohr
- E_HOMO (spin up / spin down): -16.48 / -16.50 eV
- Relative energy (zero: lowest compared OMol25 entry of this formula, charge and spin): 101.6 kcal per mole
- HOMO-LUMO gap (spin up / spin down): 4.52 / 4.51 eV
- LUMO (spin up / spin down): -11.97 / -11.99 eV

Atomic partial charges in e from the Mulliken method, atoms 1 to 6: 1.263 -1.008 0.120 -0.626 0.844 -0.812

---

# 3
The following is a quantum chemistry calculation of a molecular structure, C55H52FeN7O5P2 at a distorted geometry, from OMol25.

Geometry as ORCA input:
```
! wB97M-V def2-TZVPD RIJCOSX def2/J DEFGRID3
* xyz 1 5
Fe 13.4903 15.9839 17.9878
C 17.6444 19.2523 31.3320
O 17.8190 20.0664 30.2102
C 17.3279 19.6518 29.0190
C 17.8674 20.2082 27.8843
C 17.3894 19.8538 26.6238
C 16.3371 18.9045 26.4600
C 15.8582 18.2906 27.6237
C 16.3431 18.6480 28.8874
C 15.6371 18.6386 25.1578
N 15.8029 19.4291 24.0934
C 15.0629 18.9234 23.1142
C 14.4713 17.7381 23.5020
N 14.9204 17.5091 24.8319
C 13.6267 16.9692 22.6613
C 12.9279 15.8485 23.0520
C 12.2166 15.1099 22.1460
C 12.2430 15.4892 20.8113
N 12.8977 16.5927 20.3797
C 13.5552 17.3521 21.3015
C 14.2268 18.5849 20.8376
N 14.0410 18.9959 19.5882
C 14.7006 20.0968 19.1913
C 15.3415 20.9800 20.0645
C 15.5470 20.5206 21.3573
C 14.9040 19.3984 21.7869
H 18.3688 19.6035 32.0694
H 17.8232 18.1930 31.1312
H 16.6264 19.1891 31.6831
H 18.5565 21.0350 28.0594
H 17.7157 20.3478 25.6817
H 14.9123 17.6525 27.6028
H 15.8530 18.2002 29.7838
H 14.6063 16.8134 25.5045
H 12.8417 15.6296 24.1206
H 11.6854 14.1681 22.4366
H 11.6427 14.9751 20.0698
H 14.5841 20.3807 18.1187
H 15.7758 21.8629 19.6831
H 16.0833 21.1260 22.0612
N 10.9854 15.3090 15.9865
P 10.6563 16.0287 17.5764
C 9.5399 14.9037 18.4457
C 9.1405 13.6725 17.9618
C 8.3214 12.8641 18.7464
C 7.9398 13.2876 19.9812
C 8.2671 14.5603 20.4400
C 9.0526 15.3816 19.6512
C 9.4463 17.4030 16.9735
C 8.0839 17.1050 16.7518
C 7.2549 18.0723 16.2741
C 7.7342 19.3504 15.9120
C 9.0925 19.5731 15.9910
C 9.9205 18.6301 16.5692
P 12.6259 14.9185 15.8221
C 12.9852 15.4626 14.1612
C 12.4626 14.8660 13.0151
C 12.7257 15.4465 11.7855
C 13.3759 16.6853 11.7224
C 13.8845 17.3098 12.8629
C 13.6740 16.6623 14.0734
C 12.8512 13.1893 15.8333
C 11.9252 12.1608 15.6217
C 12.3582 10.8686 15.8643
C 13.6472 10.4990 16.2179
C 14.5971 11.5218 16.2792
C 14.1877 12.8253 16.0472
H 10.2799 15.1005 15.3350
H 9.4020 13.2839 16.9794
H 7.9720 11.9141 18.3231
H 7.2102 12.7935 20.5780
H 7.9243 14.9389 21.4026
H 9.4151 16.4178 19.9876
H 7.7011 16.1163 17.0162
H 6.2012 17.7796 16.1197
H 7.1032 20.1524 15.5138
H 9.5002 20.5471 15.8923
H 10.9966 18.7981 16.6574
H 11.8224 13.9504 12.9960
H 12.2789 14.9875 10.9252
H 13.6050 17.1709 10.7558
H 14.5027 18.1487 12.7576
H 14.0206 17.1049 15.0129
H 10.8987 12.3939 15.4870
H 11.6155 10.0688 15.8103
H 13.9584 9.4784 16.3281
H 15.6632 11.3524 16.3831
H 14.9487 13.5540 16.1747
O 13.0919 18.0737 17.1305
H 13.9257 18.2505 16.6972
H 13.2447 18.3942 18.0171
O 15.8630 18.1519 16.9333
C 16.1534 17.2795 17.6708
O 15.4293 16.2515 18.0029
H 17.1129 17.2924 18.1763
C 10.6176 7.9365 20.9522
C 10.8759 8.6591 19.6076
N 12.0100 9.5400 19.6920
C 13.3028 8.9803 19.3078
C 13.6581 7.6363 19.9482
C 11.8458 10.8380 19.8839
O 10.7452 11.3654 20.0872
C 12.9799 11.8122 19.9412
C 14.0196 11.8403 20.8312
C 14.9599 12.9016 20.7431
C 14.7140 13.9449 19.9237
N 13.6516 13.9458 19.0659
C 12.8284 12.9232 19.0781
H 9.8376 7.1421 20.7923
H 10.2172 8.7038 21.6172
H 11.5106 7.4643 21.3377
H 10.0386 9.2988 19.3990
H 11.0327 8.0660 18.7037
H 14.0788 9.7361 19.4676
H 13.1817 8.7636 18.2290
H 13.6406 7.5738 21.0155
H 14.6633 7.2459 19.6613
H 12.9369 6.9511 19.5622
H 14.1519 11.0606 21.5552
H 15.7785 12.9497 21.4439
H 15.3666 14.7961 19.8897
H 11.8880 12.9797 18.5176
*
```

Values from the calculation:
- Energy: -4832.8965 Eh
- Strongest force on any atom: 0.07170 hartree/bohr
- E_HOMO (spin up / spin down): -9.66 / -9.66 eV
- Relative energy (zero: lowest compared OMol25 entry of this formula, charge and spin): 20.8 kcal per mole
- HOMO-LUMO gap (spin up / spin down): 7.34 / 7.32 eV
- LUMO (spin up / spin down): -2.33 / -2.35 eV

Atomic partial charges in e from the Mulliken method, atoms 1 to 6: 3.019 -0.898 -0.436 0.740 -0.436 -0.503

---

# 4
The following is a quantum chemistry calculation of a molecular structure, C55H52N2O2P2PdTe at a distorted geometry, from OMol25.

Geometry as ORCA input:
```
! wB97M-V def2-TZVPD RIJCOSX def2/J DEFGRID3
* xyz -1 2
Pd -1.1974 -1.4843 0.1587
C 0.3866 -1.1905 3.6365
N 1.6320 -1.1397 2.8271
C 1.9439 -2.1507 1.8204
P 1.2041 -1.5163 0.2218
C 1.8901 -2.6487 -1.0322
C 2.0311 -4.0160 -0.7686
C 2.5184 -4.8894 -1.7377
C 2.8573 -4.4137 -2.9975
C 2.6947 -3.0652 -3.2883
C 2.2067 -2.1959 -2.3173
C 2.0955 0.0756 -0.1144
C 1.3544 1.2724 -0.2293
C 1.9870 2.4842 -0.4840
C 3.3692 2.5290 -0.6285
C 4.1141 1.3623 -0.5153
C 3.4815 0.1462 -0.2584
C 2.7117 -0.9390 3.7463
C 2.9581 0.3498 4.2250
C 3.9501 0.5840 5.1722
C 4.7157 -0.4705 5.6558
C 4.4861 -1.7585 5.1901
C 3.4878 -1.9915 4.2478
P -1.0664 -1.5393 2.5604
C -1.3387 -3.3567 2.6861
C -2.3474 -3.9207 1.8927
C -2.6067 -5.2883 1.9194
C -1.8599 -6.1252 2.7404
C -0.8547 -5.5885 3.5306
C -0.5972 -4.2185 3.5015
C -2.4526 -0.9147 3.5596
C -2.8171 -1.4623 4.7917
C -3.8883 -0.9412 5.5110
C -4.6071 0.1379 5.0093
C -4.2528 0.6948 3.7869
C -3.1823 0.1711 3.0677
H 0.2313 -0.1956 4.0636
H 0.4694 -1.8782 4.4863
H 1.5577 -3.1336 2.1078
H 3.0209 -2.2471 1.6581
H 1.7416 -4.4325 0.1915
H 2.6202 -5.9456 -1.5110
H 3.2314 -5.0936 -3.7557
H 2.9381 -2.6869 -4.2756
H 2.0690 -1.1522 -2.5844
H 0.2143 1.2336 -0.1077
H 1.4005 3.3921 -0.5663
H 3.8647 3.4740 -0.8262
H 5.1930 1.3951 -0.6248
H 4.0895 -0.7500 -0.1720
H 2.3720 1.1795 3.8471
H 4.1227 1.5920 5.5331
H 5.4886 -0.2883 6.3948
H 5.0788 -2.5857 5.5663
H 3.3126 -3.0132 3.9277
H -2.9456 -3.2920 1.2393
H -3.3937 -5.6987 1.2961
H -2.0609 -7.1911 2.7620
H -0.2662 -6.2355 4.1733
H 0.2040 -3.8551 4.1348
H -2.2783 -2.3092 5.2057
H -4.1649 -1.3817 6.4631
H -5.4438 0.5424 5.5693
H -4.8104 1.5358 3.3893
H -2.9230 0.6189 2.1120
O -2.8671 -1.4800 0.1399
C 2.3173 0.4995 -6.4598
C 1.3416 0.7241 -5.3367
C 0.6493 -0.3386 -4.7686
C -0.2562 -0.1318 -3.7229
C -0.9350 -1.3322 -3.1215
C -0.4883 1.1789 -3.2433
Te -1.9286 1.4818 -1.6570
N -1.2108 0.5519 0.1395
C -0.3270 1.1179 1.0886
O 0.3813 0.3599 1.7361
C -0.2163 2.6001 1.3701
C 0.8922 3.0749 2.0832
C 1.0337 4.4279 2.3690
C 0.0616 5.3335 1.9563
C -1.0529 4.8786 1.2656
C -1.1932 3.5212 0.9775
C -3.0802 2.5985 -3.1489
C -3.1556 3.9834 -2.9593
C -3.8852 4.7918 -3.8272
C -4.5642 4.2230 -4.8952
C -4.5178 2.8465 -5.0917
C -3.7831 2.0232 -4.2277
C -3.7736 0.5427 -4.4744
C 0.2476 2.2486 -3.7970
C 0.1482 3.6657 -3.3029
C 1.1413 2.0072 -4.8426
H 2.3758 -0.5641 -6.7391
H 3.3215 0.8334 -6.1532
H 2.0040 1.0742 -7.3459
H 0.8224 -1.3429 -5.1389
H -0.6262 -2.2661 -3.6188
H -2.0280 -1.2620 -3.1939
H -0.6618 -1.4145 -2.0596
H 1.6641 2.3947 2.4143
H 1.9014 4.7778 2.9138
H 0.1695 6.3874 2.1803
H -1.8190 5.5780 0.9556
H -2.0892 3.2119 0.4678
H -2.6472 4.4461 -2.1207
H -3.9280 5.8627 -3.6654
H -5.1353 4.8490 -5.5701
H -5.0625 2.4210 -5.9273
H -4.4114 0.2684 -5.3305
H -4.1464 0.0098 -3.5858
H -2.7528 0.2217 -4.7194
H -0.4966 3.7693 -2.4259
H -0.2232 4.3207 -4.1070
H 1.1484 4.0128 -2.9936
H 1.7002 2.8329 -5.2712
*
```

Values from the calculation:
- Energy: -3465.3796 Eh
- Strongest force on any atom: 0.11736 hartree/bohr
- E_HOMO (spin up / spin down): -3.40 / -3.53 eV
- Relative energy (zero: lowest compared OMol25 entry of this formula, charge and spin): 18.7 kcal per mole
- HOMO-LUMO gap (spin up / spin down): 5.73 / 5.85 eV
- LUMO (spin up / spin down): 2.33 / 2.32 eV

Atomic partial charges in e from the Mulliken method, atoms 1 to 6: -0.779 -2.022 1.724 -1.694 1.631 0.696